No. 1
Formula: C2HFI2O
Source: the OMol25 dataset
Level of theory: the ωB97M-V functional and the def2-TZVPD basis

Geometry as XYZ:
```
7
Properties=species:S:1:pos:R:3:forces:R:3
C -0.781096 0.286551 0.271070 -2.7 0.5 0.2
C 0.578215 -0.209584 0.117514 0.6 -0.3 -2.6
O -1.058471 1.383307 0.649183 0.7 1.1 0.4
F -0.069628 0.059417 -1.808553 1.1 -0.5 2.5
I 2.172534 1.076865 0.362056 -0.6 -0.4 -0.2
I 0.821821 -2.244726 0.330859 0.0 0.4 -0.2
H -1.663375 -0.351832 0.077872 0.9 -0.8 -0.3
```
Forces are in eV/Å.

energy above the lowest of the compared OMol25 structures with the same formula, charge and spin: 46.8 kcal per mole
gap between HOMO and LUMO: 8.362 eV
LUMO: -2.1 eV
HOMO energy: -10.4877 eV
largest force on an atom: 2.8 eV/A

=====

No. 2
Formula: C2HFInO
Source: the OMol25 dataset
Level of theory: the ωB97M-V functional and the def2-TZVPD basis

Geometry as XYZ:
```
6
Properties=species:S:1:pos:R:3:forces:R:3
H -1.947682 -0.301214 -0.164372 -1.2 3.4 -1.5
O -1.449205 0.692014 -0.323563 0.0 -6.4 4.1
C -0.550023 0.077731 0.417468 0.5 3.2 -4.6
C 0.752654 -0.127004 0.232567 -0.5 1.0 7.9
F 1.525437 -0.029501 1.377268 -0.8 -0.6 -2.7
In 1.668820 -0.312025 -1.539368 2.0 -0.5 -3.2
```
Forces are in eV/Å.

<S²>: 0.765
energy above the lowest of the compared OMol25 structures with the same formula, charge and spin: 44.1 kcal per mole
gap between HOMO and LUMO (spin up / spin down): 7.817 / 7.177 eV
multiplicity: 2
LUMO (spin up / spin down): -13.3 / -14.5 eV
HOMO energy (spin up / spin down): -21.1192 / -21.6877 eV
largest force on an atom: 8.0 eV/A
net charge: +2

=====

No. 3
Formula: C2HFLaO2
Source: the OMol25 dataset
Level of theory: the ωB97M-V functional and the def2-TZVPD basis

Geometry as XYZ:
```
7
Properties=species:S:1:pos:R:3:forces:R:3
C -0.563021 -0.907477 0.061729 0.0 -0.4 -0.1
C -1.299272 -0.710720 -1.021297 -0.7 0.1 -0.3
O -1.973169 -0.573227 -1.950799 0.7 -0.1 0.7
La 1.383931 2.018956 1.448261 4.8 -0.5 -3.9
F -0.416149 0.164669 0.965073 0.1 0.1 -0.2
H -0.178369 -1.867787 0.388707 -0.1 0.4 -0.1
O 3.046052 1.875586 0.108329 -5.0 0.4 4.0
```
Forces are in eV/Å.

energy above the lowest of the compared OMol25 structures with the same formula, charge and spin: 58.9 kcal per mole
gap between HOMO and LUMO: 7.828 eV
LUMO: -5.4 eV
HOMO energy: -13.2602 eV
largest force on an atom: 6.4 eV/A
net charge: +1

=====

No. 4
Formula: C2HFN2O2
Source: the OMol25 dataset
Level of theory: the ωB97M-V functional and the def2-TZVPD basis

Geometry as XYZ:
```
8
Properties=species:S:1:pos:R:3:forces:R:3
C 1.712095 -1.016539 -0.105313 0.5 -0.7 -0.8
C 2.819855 1.173070 0.084385 -0.3 0.3 0.1
N 0.711920 -0.933871 0.596025 0.1 -0.2 -0.9
N -0.126545 -0.336205 1.256902 -2.9 0.1 -0.3
O 3.847032 0.649489 0.032831 0.9 -0.1 -0.1
O 1.823937 1.756167 0.169046 -0.2 0.4 0.0
F 2.457600 -2.058705 -0.497975 -1.3 0.6 1.0
H -1.145720 -0.255710 0.755759 3.1 -0.5 0.9
```
Forces are in eV/Å.

energy above the lowest of the compared OMol25 structures with the same formula, charge and spin: 79.3 kcal per mole
gap between HOMO and LUMO (spin up / spin down): 9.072 / 9.077 eV
LUMO (spin up / spin down): -0.6 / -0.6 eV
HOMO energy (spin up / spin down): -9.6739 / -9.6753 eV
largest force on an atom: 3.3 eV/A

=====

No. 5
Formula: C2HI3
Source: the OMol25 dataset
Level of theory: the ωB97M-V functional and the def2-TZVPD basis

Geometry as XYZ:
```
6
Properties=species:S:1:pos:R:3:forces:R:3
C 0.696315 0.953972 -1.325002 -0.3 1.7 2.8
C 0.540654 1.235158 -0.127614 0.7 -1.3 -3.8
I 0.668091 1.247664 1.826376 0.0 0.2 0.7
H 0.887547 1.109034 -2.372895 -0.2 -0.4 0.3
I -1.233787 -2.480158 -0.318665 -0.1 0.1 0.5
I -1.558821 -2.065670 2.317800 0.0 -0.2 -0.5
```
Forces are in eV/Å.

energy above the lowest of the compared OMol25 structures with the same formula, charge and spin: 20.5 kcal per mole
SMILES: C#CI.II
gap between HOMO and LUMO: 7.209 eV
LUMO: -1.8 eV
HOMO energy: -8.9934 eV
largest force on an atom: 4.1 eV/A

=====

No. 6
Formula: C2HI5
Source: the OMol25 dataset
Level of theory: the ωB97M-V functional and the def2-TZVPD basis

Geometry as XYZ:
```
8
Properties=species:S:1:pos:R:3:forces:R:3
C -0.308752 -2.083806 0.309204 0.1 -1.7 -0.5
C -3.541723 0.190004 -0.082659 -0.9 0.1 0.8
I 0.587513 -2.693348 -1.507383 -0.1 0.5 0.3
I 0.950239 -1.615133 1.904090 -0.5 0.0 -0.4
I -3.529232 -0.771754 -1.903010 0.2 0.0 -0.1
I -4.241569 -1.055619 1.562142 0.5 0.9 -0.9
I -4.150884 2.248309 -0.122698 0.3 -1.1 0.2
H -1.058214 -2.905648 0.443665 0.4 1.3 0.6
```
Forces are in eV/Å.

energy above the lowest of the compared OMol25 structures with the same formula, charge and spin: 82.6 kcal per mole
gap between HOMO and LUMO (spin up / spin down): 7.021 / 7.054 eV
LUMO (spin up / spin down): -1.6 / -1.4 eV
HOMO energy (spin up / spin down): -8.6247 / -8.4355 eV
largest force on an atom: 1.8 eV/A

=====

No. 7
Formula: C2HIN5O
Source: the OMol25 dataset
Level of theory: the ωB97M-V functional and the def2-TZVPD basis

Geometry as XYZ:
```
10
Properties=species:S:1:pos:R:3:forces:R:3
C -0.410030 -0.318454 0.246034 -4.1 -1.3 -0.7
C 0.479791 0.501049 0.891696 0.4 0.4 1.2
N -1.446133 -1.070241 0.757735 2.3 0.3 0.6
N -0.564858 -0.321912 -1.064116 2.8 1.2 -0.9
N -2.004528 -1.599399 -0.293790 -1.9 -0.4 0.1
N -1.532824 -1.128445 -1.401387 0.3 -0.4 -0.5
N 1.223366 0.765892 1.724108 1.1 -0.2 0.2
O 2.155849 1.017295 2.443784 0.1 0.5 0.6
I 1.648176 1.780370 -1.726820 0.7 0.5 -0.5
H 0.451191 0.373845 -1.577244 -1.6 -0.6 -0.1
```
Forces are in eV/Å.

energy above the lowest of the compared OMol25 structures with the same formula, charge and spin: 0.0 kcal per mole
gap between HOMO and LUMO: 8.540 eV
LUMO: 3.3 eV
HOMO energy: -5.2317 eV
largest force on an atom: 4.4 eV/A
net charge: -1

=====

No. 8
Formula: C2HMgO3
Source: the OMol25 dataset
Level of theory: the ωB97M-V functional and the def2-TZVPD basis

Geometry as XYZ:
```
7
Properties=species:S:1:pos:R:3:forces:R:3
O -2.675865 0.176355 0.254403 1.5 -0.4 0.2
H -2.848463 1.128206 0.130295 -0.3 0.3 -0.1
O -0.079533 0.790811 0.068021 -0.8 1.0 0.4
O 0.484899 -0.468566 -0.359458 0.5 -0.7 0.1
C -1.478276 -0.178493 0.074900 -0.2 2.1 -0.1
C -0.626340 -1.216414 -0.136018 1.0 -1.8 -0.3
Mg 2.458923 0.453066 0.301115 -1.7 -0.4 -0.3
```
Forces are in eV/Å.

<S²>: 0.768
energy above the lowest of the compared OMol25 structures with the same formula, charge and spin: 187.5 kcal per mole
gap between HOMO and LUMO (spin up / spin down): 5.397 / 4.999 eV
multiplicity: 2
LUMO (spin up / spin down): -13.3 / -13.2 eV
HOMO energy (spin up / spin down): -18.6759 / -18.1798 eV
largest force on an atom: 2.1 eV/A
net charge: +2

=====

No. 9
Formula: C2HN2
Source: the OMol25 dataset
Level of theory: the ωB97M-V functional and the def2-TZVPD basis

Geometry as XYZ:
```
5
Properties=species:S:1:pos:R:3:forces:R:3
C -0.404463 -0.608698 0.279969 0.7 -0.4 0.3
C -0.987653 1.086526 -0.194437 -0.1 0.2 -0.1
N 0.043250 -1.602535 0.671554 -0.7 -0.8 0.3
N 0.137574 0.564753 -0.278864 2.1 0.3 -0.5
H 1.211291 0.559954 -0.478222 -2.0 0.6 0.1
```
Forces are in eV/Å.

energy above the lowest of the compared OMol25 structures with the same formula, charge and spin: 78.0 kcal per mole
gap between HOMO and LUMO: 10.686 eV
LUMO: -8.7 eV
HOMO energy: -19.3398 eV
largest force on an atom: 2.2 eV/A
net charge: +1

=====

No. 10
Formula: C2HN2O2
Source: the OMol25 dataset
Level of theory: the ωB97M-V functional and the def2-TZVPD basis

Geometry as XYZ:
```
7
Properties=species:S:1:pos:R:3:forces:R:3
C -1.950324 -0.133934 -0.000429 2.8 -0.4 0.0
N -0.798866 -0.214859 -0.017655 -1.5 -0.2 0.1
C 0.624767 0.288749 0.085236 0.3 3.1 0.5
O 0.737221 1.475845 -0.008582 -0.4 -0.6 0.3
N 1.649382 -0.541043 -0.199911 0.2 -2.7 -1.6
O 2.757816 -0.766405 0.129542 -1.0 0.8 0.7
H -3.019993 -0.108353 0.011801 -0.4 0.0 0.0
```
Forces are in eV/Å.

energy above the lowest of the compared OMol25 structures with the same formula, charge and spin: 16.8 kcal per mole
SMILES: C#[N+]C(=O)N=O
gap between HOMO and LUMO (spin up / spin down): 8.169 / 8.423 eV
LUMO (spin up / spin down): -7.3 / -6.8 eV
HOMO energy (spin up / spin down): -15.4327 / -15.1789 eV
largest force on an atom: 3.2 eV/A
net charge: +1